This record from the Open Molecules 2025 dataset describes a structure of composition C19H33B2BrCaCl5CsFI2LiN2O10 at a distorted geometry. The level of theory is ωB97M-V/def2-TZVPD.

The geometry in XYZ format:
```
78
C19H33B2BrCaCl5CsFI2LiN2O10 (ωB97M-V/def2-TZVPD)
C -1.83 2.98 -4.64
C -1.56 1.48 -4.93
O -0.46 1.08 -4.14
C 0.27 0.01 -4.72
C 0.71 -1.11 -3.75
C 0.78 -0.72 -2.24
O 1.97 -1.61 -1.70
C 3.10 -1.00 -1.82
N 4.00 -0.33 -2.15
O 1.18 0.52 -1.88
B 0.40 1.06 -0.69
C -0.32 2.40 -1.32
O 0.63 2.98 -2.24
C 0.57 4.39 -2.30
N 1.23 1.33 0.61
C 0.44 1.67 1.71
C 1.16 1.65 3.09
O -0.73 2.01 1.67
C 2.34 2.23 0.45
C 3.73 1.58 0.40
O 2.24 3.42 0.37
O -0.44 -0.10 -0.36
C -0.45 -1.13 -1.34
B -1.94 -0.85 -1.99
O -2.32 -1.08 -3.29
O -2.94 -0.27 -1.19
C -0.37 -2.58 -0.78
I -2.30 -3.63 -1.03
C 0.02 -2.70 0.70
C 1.38 -2.11 1.11
I -1.57 -1.98 2.04
H -1.52 3.25 -3.63
H -1.30 3.64 -5.34
H -2.92 3.14 -4.69
H -1.38 1.37 -6.01
H -2.48 0.95 -4.66
H -0.40 -0.47 -5.45
H 1.14 0.38 -5.29
H 0.00 -1.95 -3.83
H 1.68 -1.54 -4.15
H -1.25 2.10 -1.83
H -0.47 3.12 -0.51
H 0.48 4.67 -3.37
H 1.54 4.79 -1.97
H -0.27 4.83 -1.75
H 0.43 1.20 3.78
H 2.09 1.09 3.01
H 1.30 2.69 3.41
H 3.61 0.49 0.44
H 4.31 1.85 1.30
H 4.22 1.86 -0.53
H -2.24 -2.01 -3.55
H -3.75 -0.23 -1.72
H 0.34 -3.23 -1.31
H 0.08 -3.78 0.91
H 1.61 -1.15 0.63
H 1.35 -1.90 2.19
H 2.21 -2.80 0.95
Ca -2.65 -4.19 2.95
C -2.13 4.49 5.76
C -1.35 3.22 5.48
O -2.11 2.30 4.71
H -3.05 4.26 6.30
H -1.54 5.20 6.34
H -2.43 4.98 4.82
H -1.07 2.74 6.41
H -0.43 3.45 4.92
H -2.33 2.73 3.88
F -4.27 -3.65 -2.53
C 0.30 -7.60 4.94
Cl 0.31 -6.19 3.86
Cl 0.29 -9.11 4.04
Cl 1.79 -7.56 5.94
Cl -1.11 -7.54 6.00
Li -3.86 -1.37 0.48
Cl 1.44 -7.32 1.86
Cs 3.21 -8.92 7.21
Br 3.65 -1.89 -4.09
```

HOMO ... -5.279 eV
Orbital gap ... 1.5337 eV

How positive or negative is each atom? The Löwdin charges in e answer that: C -0.06; C -0.26; O -0.15; C -0.17; C -0.10; C -0.27; O -0.04; C -0.54; N 0.11; O 0.11; B -0.73; C -0.08; O -0.21; C -0.12; N 0.14; C -0.46; C 0.02; O 0.07; C -0.42; C 0.01; O 0.13; O -0.01; C -0.28; B -0.73; O 0.14; O 0.05; C -0.55; I 1.16; C -0.65; C -0.11; I 0.81; H 0.05; H 0.07; H 0.07; H 0.12; H 0.11; H 0.12; H 0.13; H 0.12; H -0.09; H 0.10; H 0.10; H 0.08; H 0.08; H 0.09; H 0.07; H 0.07; H 0.08; H 0.06; H 0.08; H 0.08; H 0.10; H 0.12; H 0.12; H 0.06; H 0.06; H 0.06; H 0.11; Ca 0.84; C -0.09; C -0.33; O -0.10; H 0.07; H 0.07; H 0.08; H 0.11; H 0.10; H 0.08; F -0.86; C -1.96; Cl 0.30; Cl 0.51; Cl 0.05; Cl 0.52; Li 0.58; Cl -0.50; Cs 1.13; Br 0.39